13
Properties=species:S:1:pos:R:3 method="wB97M-V/def2-TZVPD" energy_ev=-10497.9053 charge=0 e_above_lowest_kj_mol=216.9 homo_energy_ev=-9.607 largest_force_ev_per_a=4.53
H 0.670 1.579 1.588
C 1.235 -1.507 -0.878
N -1.110 0.733 0.905
H 0.636 -0.283 1.485
O 2.204 -1.627 -0.245
H -0.126 1.465 -0.807
H 0.492 -1.160 -2.688
F -2.224 1.126 -0.976
C -1.065 1.070 -0.261
C 0.090 0.652 1.693
H -0.722 -1.344 -1.069
C 0.160 -1.357 -1.587
H -0.242 0.654 2.839

---

99
Properties=species:S:1:pos:R:3 method="wB97M-V/def2-TZVPD" energy_ev=-109565.8121 charge=-2 e_above_lowest_kj_mol=89.9 homo_energy_ev=-1.800 largest_force_ev_per_a=2.53
H 0.783 -2.392 4.918
H 2.342 1.939 -3.974
C 1.718 2.349 -3.179
H -0.528 -2.438 -3.299
N 3.841 -2.920 -0.686
C -3.711 0.837 -2.905
H 1.633 -1.890 -6.395
H 0.523 4.961 2.009
N 0.100 1.857 0.994
H -3.720 -0.773 3.175
H -1.407 -0.752 -7.412
H -0.633 -3.897 -4.300
C -0.574 -0.583 -5.461
O 3.669 -3.593 -3.091
S 3.212 -2.656 -2.112
C -0.783 2.163 -5.847
H -2.961 1.498 -3.351
H -0.183 3.696 -1.795
H 2.892 4.852 1.348
H -5.324 2.126 -3.570
S 2.895 -2.511 0.534
C 4.154 -2.733 1.869
H -4.779 2.439 -1.907
C -1.254 1.308 -6.837
C -0.296 -2.077 -5.417
H 1.966 -0.571 3.656
H -1.924 3.830 2.539
C -0.902 -2.838 -4.238
H -4.671 -1.019 -3.480
K 0.745 -0.565 -1.015
O 1.807 -2.342 -1.997
N -0.590 -0.036 3.368
C -3.138 0.316 -1.613
C -2.683 -0.976 -1.284
C 2.281 2.913 0.599
H 1.461 -3.377 -5.435
H -2.358 -2.240 5.056
C -3.984 -0.279 -3.903
H -2.652 -1.852 -1.907
C -0.608 2.956 -2.480
F 3.679 -0.775 -3.898
C -2.263 -0.863 0.029
H 0.062 -0.152 6.853
H -3.062 -0.778 -4.189
H -4.432 0.126 -4.814
C 1.214 -2.313 -5.478
F 5.360 -1.219 -2.616
H -3.217 1.695 2.101
H 2.640 -0.805 5.283
C 4.029 -1.084 -2.651
H -0.736 -2.495 -6.332
H 2.781 1.112 1.694
N -2.995 1.135 -0.581
H -0.826 3.239 -6.003
N -1.828 0.099 2.857
H -1.585 3.317 -2.806
C -1.979 -1.475 4.399
C 3.174 2.114 1.548
C -0.243 1.696 -4.659
F 3.697 -0.065 -1.853
H 1.605 1.599 -2.403
F 5.058 -1.749 1.852
O 1.862 -3.455 0.849
C 0.315 2.710 -3.675
H 0.396 3.652 -4.234
H -0.605 -1.784 6.911
H 3.839 4.280 -0.028
C 0.551 -1.339 5.113
C 1.757 -0.494 4.720
O 2.535 -1.113 0.541
C -1.107 -0.058 -6.629
F 3.536 -2.716 3.055
C 2.832 4.320 0.394
H 3.214 2.605 2.526
H 2.201 4.903 -0.278
H -0.768 2.038 -1.914
H 4.191 2.036 1.156
H 1.122 -1.527 7.204
C 0.865 2.935 1.105
F 4.800 -3.895 1.759
H 1.684 -1.823 -4.631
H -1.681 1.694 -7.756
B -2.200 1.132 1.756
C -4.972 1.662 -2.645
H 1.560 0.560 4.927
C -0.664 -0.970 4.303
N -1.077 2.166 1.579
C 0.265 -1.198 6.610
H 2.273 2.406 -0.371
N -2.446 0.415 0.412
C -0.194 0.289 -4.385
C -2.681 -0.748 3.461
H -5.769 1.020 -2.258
H -1.835 -1.593 0.700
O 0.176 -0.161 -3.236
H 2.214 3.225 -2.751
C 0.180 3.967 1.776
H -1.991 -2.768 -4.238
C -1.055 3.418 2.054

---

37
Properties=species:S:1:pos:R:3 method="wB97M-V/def2-TZVPD" multiplicity=5 energy_ev=-60463.1788 charge=+2 e_above_lowest_kj_mol=0.0 homo_energy_ev="-15.298 / -15.298" largest_force_ev_per_a=2.51
H 3.705 5.536 6.984
H 3.618 11.279 6.269
H 3.341 13.946 9.105
H 3.190 9.598 6.060
H 2.989 9.190 11.739
O 2.849 13.735 8.300
H 3.486 13.850 7.570
H 2.267 8.834 10.455
O 3.613 7.098 9.812
H 3.781 9.156 8.446
H 5.088 9.553 7.449
H 5.163 5.908 4.141
C 2.895 5.769 6.289
O 4.567 6.443 4.673
H 4.516 10.872 8.428
O 1.920 10.723 7.292
O 2.148 6.957 6.685
Fe 0.421 9.433 7.502
H 5.417 12.829 6.082
C 3.329 5.774 4.844
C -2.109 11.323 7.991
H -2.342 12.239 8.531
H 2.610 6.441 4.355
H 4.082 7.667 9.196
Hg 0.921 12.673 7.904
H 1.461 6.768 7.328
H 2.169 4.967 6.457
C 3.222 10.407 6.796
H 3.287 4.729 4.543
O 5.113 13.743 6.056
O -0.697 11.104 7.880
H 4.458 13.766 5.349
C 4.183 9.990 7.885
O 2.443 9.573 11.043
H -2.558 10.450 8.462
H -2.593 11.470 7.022
H 2.760 6.934 9.402

---

8
Properties=species:S:1:pos:R:3 method="wB97M-V/def2-TZVPD" energy_ev=-75704.9574 charge=0 e_above_lowest_kj_mol=333.6 homo_energy_ev="-8.487 / -8.453" largest_force_ev_per_a=1.68
C -0.787 2.264 0.018
C 0.833 -2.101 -1.052
C -0.515 1.077 -0.100
H 1.310 -2.957 -1.422
Br 0.226 -0.296 3.200
H -0.951 3.297 0.052
N -0.382 -0.174 -0.082
C 0.266 -1.111 -0.614